ORCA calculation (ωB97M-V/def2-TZVPD) on a molecular structure, C30H21F10N4OPtSSe.

```
! wB97M-V def2-TZVPD RIJCOSX def2/J DEFGRID3
* xyz -1 1
Pt -0.289 2.078 0.457
C -0.179 3.062 3.204
N -0.518 1.811 2.495
C -1.950 1.480 2.705
C -2.791 2.480 1.919
N -2.274 2.498 0.565
C -3.098 2.987 -0.423
C -3.416 2.200 -1.538
F -2.983 0.940 -1.584
C -4.206 2.657 -2.573
F -4.498 1.865 -3.610
C -4.749 3.929 -2.515
F -5.533 4.377 -3.507
C -4.494 4.724 -1.415
F -5.018 5.959 -1.351
C -3.682 4.255 -0.399
F -3.423 5.080 0.633
C 0.417 0.734 2.885
C 1.771 1.009 2.240
N 1.567 1.252 0.815
C 2.632 1.055 -0.014
C 3.975 1.268 0.342
F 4.277 1.839 1.530
C 5.042 0.979 -0.491
F 6.297 1.211 -0.073
C 4.823 0.490 -1.759
F 5.851 0.208 -2.579
C 3.515 0.292 -2.171
F 3.284 -0.205 -3.393
C 2.461 0.563 -1.325
F 1.234 0.278 -1.760
H -0.347 2.930 4.279
H -0.791 3.878 2.834
H 0.863 3.313 3.027
H -2.187 1.495 3.777
H -2.105 0.476 2.310
H -2.770 3.457 2.425
H -3.838 2.151 1.937
H -0.003 -0.204 2.523
H 0.508 0.692 3.978
H 2.412 0.133 2.399
H 2.262 1.839 2.762
Se 0.198 3.159 -1.702
C -0.590 2.231 -3.085
N -1.086 1.713 -3.992
O -0.596 -2.144 1.673
S 0.660 -2.387 0.904
C 0.999 -4.146 1.028
C 2.311 -4.588 1.018
C 2.571 -5.949 1.114
C 1.521 -6.846 1.239
C 0.208 -6.387 1.271
C -0.059 -5.032 1.166
C 0.223 -2.353 -0.832
C 1.112 -2.836 -1.782
C 0.826 -2.647 -3.123
C -0.330 -1.974 -3.499
C -1.207 -1.497 -2.539
C -0.932 -1.681 -1.189
H 3.123 -3.873 0.939
H 3.593 -6.306 1.101
H 1.723 -7.906 1.320
H -0.609 -7.091 1.376
H -1.069 -4.644 1.199
H 2.023 -3.341 -1.483
H 1.519 -3.001 -3.876
H -0.529 -1.784 -4.545
H -2.077 -0.931 -2.836
H -1.576 -1.273 -0.422
*
```

Summary:
Highest occupied orbital energy (eV): -4.133
Orbital gap (eV): 6.3


ORCA calculation (ωB97M-V/def2-TZVPD) on a molecular structure, C30H21F2N5O4Ti.

```
! wB97M-V def2-TZVPD RIJCOSX def2/J DEFGRID3
* xyz 0 3
Ti 0.232 1.110 -0.329
C -1.648 3.110 1.371
O -0.558 2.177 1.411
C 0.111 1.978 2.595
C -0.182 2.666 3.758
C 0.553 2.384 4.903
C 1.560 1.433 4.878
C 1.842 0.748 3.707
C 1.114 1.011 2.558
N 1.321 0.353 1.301
N 2.091 -0.651 1.393
C 2.439 -1.383 0.292
C 2.066 -1.095 -1.028
O 1.264 -0.096 -1.311
C 2.570 -1.876 -2.102
C 3.390 -2.926 -1.854
C 3.776 -3.283 -0.528
C 4.618 -4.390 -0.292
C 4.981 -4.729 0.982
C 4.508 -3.966 2.063
C 3.690 -2.886 1.858
C 3.305 -2.516 0.553
H -2.406 2.813 2.096
H -2.047 3.055 0.363
H -1.276 4.114 1.563
H -0.955 3.420 3.778
H 0.336 2.923 5.815
H 2.135 1.227 5.770
H 2.630 0.011 3.664
H 2.266 -1.608 -3.104
H 3.766 -3.522 -2.677
H 4.970 -4.967 -1.139
H 5.626 -5.580 1.159
H 4.792 -4.236 3.072
H 3.327 -2.310 2.696
O -6.112 -0.941 -4.130
N -5.172 -0.142 -4.224
O -5.025 0.583 -5.224
C -4.246 -0.075 -3.165
C -4.463 -0.935 -2.080
C -3.597 -0.962 -0.994
C -3.762 -1.810 0.141
C -2.860 -1.769 1.166
C -1.765 -0.894 1.095
N -1.587 -0.093 0.044
C -2.468 -0.109 -0.967
C -2.248 0.809 -2.066
N -1.179 1.630 -1.952
C -0.908 2.500 -2.925
C -1.698 2.584 -4.056
C -2.799 1.764 -4.189
C -3.122 0.834 -3.178
H -5.323 -1.585 -2.110
H -4.610 -2.482 0.177
H -2.972 -2.404 2.033
H -1.028 -0.840 1.885
H -0.056 3.146 -2.774
H -1.451 3.299 -4.829
H -3.428 1.819 -5.059
F 0.368 4.074 -0.626
C 1.290 3.014 -0.523
F 2.008 3.301 0.640
H 2.003 3.169 -1.343
*
```

Summary:
Highest occupied orbital energy (alpha / beta) (eV): -5.453 / -8.472
Orbital gap (alpha / beta) (eV): 4.1 / 6.9


ORCA calculation (ωB97M-V/def2-TZVPD) on a molecular structure, C30H22AuIN8O in a non-equilibrium geometry.

```
! wB97M-V def2-TZVPD RIJCOSX def2/J DEFGRID3
* xyz 2 3
Au -0.151 -0.013 0.150
I 2.555 -0.545 0.078
C 2.478 -0.270 2.217
C 3.681 -0.232 2.888
C 3.698 -0.078 4.278
C 2.516 -0.005 4.974
C 1.277 -0.056 4.308
C 0.072 0.002 5.034
C -1.143 -0.034 4.402
C -1.182 -0.090 3.003
C -0.028 -0.140 2.270
C 1.235 -0.162 2.881
H 4.615 -0.323 2.354
H 4.640 -0.034 4.800
H 2.507 0.098 6.049
H 0.132 0.062 6.109
H -2.066 -0.016 4.960
H -2.148 -0.099 2.526
C -5.568 0.814 0.570
N -4.359 0.085 0.282
C -3.178 0.578 -0.079
N -2.297 -0.410 -0.151
C -3.018 -1.516 0.168
N -4.259 -1.233 0.436
C -5.599 1.280 2.013
C -6.531 0.749 2.902
C -6.646 1.252 4.192
C -5.826 2.278 4.616
C -4.836 2.770 3.754
C -4.729 2.263 2.453
C -3.940 3.794 4.218
N -3.998 4.461 5.347
N -2.975 5.268 5.401
C -2.266 5.107 4.309
O -2.852 4.178 3.514
C -1.007 5.696 3.947
C -0.343 6.584 4.804
C 0.904 7.063 4.442
C 1.488 6.670 3.246
C 0.824 5.802 2.375
C 1.485 5.424 1.071
N 0.856 4.309 0.416
C 0.767 3.036 0.804
N 0.098 2.346 -0.106
C -0.205 3.262 -1.055
N 0.234 4.451 -0.750
C -0.421 5.326 2.729
H -6.420 0.164 0.364
H -5.612 1.680 -0.096
H -2.980 1.607 -0.296
H -2.617 -2.508 0.188
H -7.182 -0.048 2.577
H -7.390 0.846 4.860
H -5.928 2.714 5.597
H -3.980 2.671 1.790
H -0.804 6.872 5.735
H 1.428 7.747 5.093
H 2.465 7.039 2.976
H 2.541 5.194 1.248
H 1.428 6.270 0.376
H 1.167 2.639 1.714
H -0.727 3.053 -1.964
H -0.970 4.664 2.080
*
```

Summary:
Highest occupied orbital energy (alpha / beta) (eV): -12.758 / -12.757
Orbital gap (alpha / beta) (eV): 5.9 / 2.7


ORCA calculation (ωB97M-V/def2-TZVPD) on a molecular structure, C30H22ClCoN2O3P.

```
! wB97M-V def2-TZVPD RIJCOSX def2/J DEFGRID3
* xyz 0 4
Co -0.366 -0.585 -0.225
Cl -5.167 3.321 2.877
C -3.765 2.690 2.097
C -3.161 3.461 1.089
C -2.053 2.951 0.478
C -1.514 1.674 0.821
O -0.465 1.290 0.208
C -2.169 0.881 1.886
C -1.619 -0.330 2.425
N -0.611 -0.916 1.775
C 0.383 -1.649 2.302
C 0.432 -2.292 3.542
C 1.592 -2.982 3.929
C 2.720 -3.015 3.149
C 2.735 -2.328 1.901
C 3.862 -2.228 1.067
C 3.797 -1.507 -0.097
C 2.582 -0.912 -0.459
N 1.501 -1.009 0.289
C 1.563 -1.679 1.472
C -3.283 1.453 2.493
H -3.580 4.416 0.811
H -1.548 3.492 -0.311
H -1.904 -0.611 3.435
H -0.432 -2.268 4.192
H 1.601 -3.494 4.883
H 3.609 -3.537 3.478
H 4.784 -2.715 1.360
H 4.657 -1.399 -0.743
H 2.476 -0.367 -1.389
H -3.786 0.920 3.289
O -4.037 -0.930 -1.891
C -2.939 -1.178 -1.445
O -2.140 -0.302 -0.902
C -2.385 -2.605 -1.501
P -0.585 -2.492 -1.370
C 0.022 -2.211 -3.060
C -0.800 -1.608 -4.009
C -0.303 -1.291 -5.267
C 1.017 -1.572 -5.586
C 1.846 -2.168 -4.644
C 1.353 -2.480 -3.386
C 0.027 -4.134 -0.893
C -0.022 -4.482 0.457
C 0.392 -5.738 0.876
C 0.856 -6.661 -0.051
C 0.893 -6.329 -1.398
C 0.478 -5.074 -1.819
H -2.737 -3.132 -2.386
H -2.740 -3.142 -0.618
H -1.829 -1.368 -3.774
H -0.951 -0.822 -5.994
H 1.400 -1.327 -6.568
H 2.876 -2.391 -4.889
H 2.006 -2.950 -2.658
H -0.387 -3.772 1.186
H 0.356 -5.991 1.928
H 1.184 -7.640 0.274
H 1.243 -7.049 -2.126
H 0.509 -4.827 -2.872
*
```

Summary:
Highest occupied orbital energy (alpha / beta) (eV): -5.361 / -7.767
Orbital gap (alpha / beta) (eV): 5.2 / 5.5


ORCA calculation (ωB97M-V/def2-TZVPD) on 2 unconnected molecules or ions with the total composition C30H22N6O4S in a non-equilibrium geometry.

```
! wB97M-V def2-TZVPD RIJCOSX def2/J DEFGRID3
* xyz 0 1
N -1.920 1.256 5.112
C -0.885 1.784 5.104
C 0.378 2.381 5.092
C 1.503 1.580 5.074
C 2.743 2.201 5.054
N 4.055 1.768 5.019
O 4.356 0.550 5.029
O 4.945 2.776 4.974
N 4.216 3.878 4.988
C 2.899 3.580 5.034
C 1.741 4.404 5.065
N 1.818 5.848 5.083
O 2.913 6.395 4.917
O 0.773 6.485 5.269
C 0.515 3.788 5.101
H 1.431 0.504 5.062
H -0.371 4.404 5.131
C 0.488 -6.280 -2.378
C 1.407 -5.676 -1.546
C 1.164 -4.410 -1.054
C 0.004 -3.727 -1.389
C -0.245 -2.344 -0.815
C -1.057 -2.380 0.465
C -0.903 -1.370 1.405
C -1.643 -1.369 2.569
C -2.546 -2.381 2.813
C -2.720 -3.385 1.882
C -1.984 -3.380 0.716
C -0.841 -1.337 -1.845
C -0.034 -1.337 -3.162
C -0.556 -0.290 -4.138
N -0.840 0.964 -3.432
C -0.754 2.240 -4.050
C -0.859 3.282 -3.122
C -0.758 4.597 -3.529
C -0.544 4.877 -4.868
C -0.443 3.849 -5.792
C -0.550 2.532 -5.396
S -1.109 2.647 -1.491
C -0.967 0.966 -2.042
N -0.959 -0.054 -1.254
C -0.915 -4.351 -2.221
C -0.672 -5.615 -2.717
H 0.676 -7.269 -2.764
H 2.318 -6.190 -1.285
H 1.884 -3.938 -0.405
H 0.741 -1.935 -0.548
H -0.210 -0.572 1.203
H -1.525 -0.568 3.282
H -3.122 -2.383 3.724
H -3.431 -4.173 2.066
H -2.127 -4.164 -0.007
H -1.868 -1.662 -2.073
H 1.015 -1.135 -2.926
H -0.049 -2.335 -3.619
H 0.171 -0.089 -4.931
H -1.477 -0.628 -4.623
H -0.843 5.390 -2.805
H -0.453 5.901 -5.192
H -0.279 4.081 -6.831
H -0.484 1.736 -6.115
H -1.823 -3.839 -2.490
H -1.386 -6.080 -3.377
*
```

Summary:
Highest occupied orbital energy (eV): -7.889
Orbital gap (eV): 5.4


ORCA calculation (ωB97M-V/def2-TZVPD) on a molecular structure, C30H23BrClIN8O3PbS4 in a non-equilibrium geometry.

```
! wB97M-V def2-TZVPD RIJCOSX def2/J DEFGRID3
* xyz 2 1
Pb 0.378 0.527 -0.523
N 0.615 2.185 2.972
C 0.007 2.951 2.045
N -0.105 2.633 0.774
C -0.776 3.617 0.061
C -1.202 4.662 0.806
S -0.760 4.458 2.458
C -0.918 3.441 -1.378
C -1.464 4.316 -2.252
S -1.397 3.698 -3.860
C -0.625 2.259 -3.262
N -0.433 2.276 -1.957
N -0.237 1.267 -4.076
H 1.229 1.464 2.629
H 0.794 2.570 3.883
H -1.727 5.549 0.495
H -1.890 5.285 -2.058
H -0.544 1.276 -5.033
H -0.046 0.363 -3.646
O 1.740 -2.702 4.769
C 2.892 -2.010 4.674
C 3.822 -1.972 5.707
C 4.954 -1.189 5.594
C 5.191 -0.429 4.447
C 4.270 -0.434 3.429
C 3.117 -1.230 3.516
C 2.144 -1.166 2.438
O 1.997 -0.204 1.695
N 1.353 -2.326 2.252
N 0.380 -2.216 1.535
C -0.821 -2.552 1.270
S -1.412 -2.469 -0.366
C -3.049 -3.138 0.065
C -3.409 -2.604 1.433
S -1.988 -2.918 2.528
H 1.742 -3.270 5.551
H 3.644 -2.547 6.608
H 5.658 -1.155 6.415
H 6.095 0.157 4.362
H 4.428 0.138 2.525
H -2.980 -4.225 0.059
H -3.748 -2.809 -0.704
H -4.266 -3.124 1.859
H -3.599 -1.531 1.419
Cl -6.365 -1.745 -2.629
C -4.665 -1.502 -2.493
C -3.812 -2.156 -3.349
C -2.435 -1.953 -3.273
I -1.136 -2.919 -4.597
C -1.834 -1.097 -2.334
O -0.561 -0.892 -2.301
C -2.740 -0.463 -1.403
N -2.188 0.282 -0.417
C -2.965 0.884 0.458
C -4.364 0.825 0.399
C -4.951 0.064 -0.578
C -4.146 -0.637 -1.502
H -4.219 -2.831 -4.090
H -2.463 1.437 1.245
H -4.959 1.367 1.121
H -6.027 -0.018 -0.648
Br 5.986 0.121 -5.069
C 4.555 0.304 -3.864
C 3.894 1.518 -3.735
C 2.839 1.595 -2.846
N 2.426 0.561 -2.110
C 3.077 -0.597 -2.235
C 4.143 -0.776 -3.094
H 4.195 2.378 -4.314
H 2.297 2.524 -2.714
H 2.724 -1.419 -1.621
H 4.640 -1.732 -3.167
*
```

Summary:
Highest occupied orbital energy (eV): -12.391
Orbital gap (eV): 4.5


ORCA calculation (ωB97M-V/def2-TZVPD) on a molecular structure, C30H23BrClN7NaO3SSbSe4.

```
! wB97M-V def2-TZVPD RIJCOSX def2/J DEFGRID3
* xyz -2 1
Na 0.098 -0.721 0.608
C 3.014 2.755 -1.401
C 2.250 1.503 -1.708
N 1.071 1.421 -2.188
N 0.467 2.613 -2.547
C -0.849 2.745 -2.442
N -1.436 3.786 -3.044
S -1.826 1.741 -1.412
C 2.934 0.201 -1.440
C 3.580 -0.002 -0.222
C 4.235 -1.200 -0.005
C 4.232 -2.147 -1.014
C 3.552 -1.858 -2.186
N 2.915 -0.712 -2.411
H 2.383 3.628 -1.237
H 3.716 2.963 -2.215
H 3.605 2.615 -0.497
H 0.991 3.499 -2.615
H -0.815 4.593 -3.199
H -2.304 4.059 -2.596
H 3.526 0.747 0.556
H 4.717 -1.398 0.944
H 4.724 -3.103 -0.892
H 3.512 -2.587 -2.989
Br -1.899 0.571 8.506
C -0.211 -0.109 7.975
C -0.149 -1.152 7.064
C 1.083 -1.665 6.693
C 2.256 -1.146 7.242
C 2.169 -0.101 8.157
C 0.942 0.432 8.516
N 3.536 -1.765 7.089
N 3.927 -2.280 6.013
C 3.367 -2.064 4.756
C 3.482 -3.158 3.897
C 2.878 -3.218 2.661
C 2.125 -2.130 2.146
O 1.548 -2.161 1.033
C 2.109 -0.911 2.987
N 1.502 0.174 2.446
C 1.551 1.318 3.089
C 2.256 1.480 4.292
C 2.853 0.392 4.862
C 2.749 -0.875 4.244
H -1.058 -1.557 6.640
H 1.131 -2.476 5.979
H 3.084 0.286 8.590
H 0.880 1.251 9.220
H 4.036 -4.008 4.279
H 2.958 -4.102 2.040
H 1.057 2.175 2.645
H 2.322 2.465 4.735
H 3.429 0.501 5.770
Cl -4.639 2.293 5.971
C -4.124 1.335 4.597
C -5.069 0.950 3.660
C -4.664 0.183 2.579
C -3.332 -0.183 2.418
C -2.406 0.230 3.366
C -2.793 0.984 4.465
C -2.934 -1.004 1.199
O -3.588 -2.029 0.977
O -1.967 -0.534 0.530
H -6.101 1.252 3.778
H -5.386 -0.143 1.841
H -1.358 -0.020 3.241
H -2.070 1.315 5.197
Se -2.703 5.683 0.207
Sb -0.409 5.002 0.272
Se 1.014 5.023 2.218
Se 0.821 5.801 -1.730
Se -0.699 2.308 0.434
*
```

Summary:
Highest occupied orbital energy (eV): -2.868
Orbital gap (eV): 6.3


These records have E_tot values of -5367.666592; -2779.731312; -2102.449828; -3675.962114; -2183.826990; -6937.803129; -15206.918052 Eh, in the order they appear.